[1]
C33H11F15GeNO4PdS3 | ωB97M-V/def2-TZVPD

Kohn-Sham gap (spin up / spin down): 8.412 / 5.665 eV
LUMO level (spin up / spin down): -3.38 / -6.12 eV
multiplicity: 5
total charge: +1
highest occupied orbital energy (spin up / spin down): -11.790 / -11.788 eV
M: 1045.7 g/mol
E_tot: -6516.82944 Eh

Each line ends with the natural charge from an NBO analysis.
CARTESIAN COORDINATES (ANGSTROEM)
C  3.41  -3.16  2.64  0.26
H  -0.92  4.57  -1.80  0.26
S  1.47  -2.36  -2.45  2.30
C  -2.25  2.93  -1.78  0.62
C  -5.61  0.83  -3.50  -0.21
C  -1.96  -1.51  4.94  0.26
C  -2.06  -0.25  2.50  0.40
C  -3.36  2.20  -2.45  -0.21
C  1.47  -3.70  1.33  0.27
S  0.93  1.41  0.47  -0.11
C  1.58  -0.78  -4.48  -0.06
C  2.93  -1.87  2.81  0.42
H  3.32  -3.70  -4.54  0.25
H  -2.58  5.01  -2.22  0.25
C  -3.21  -0.82  3.01  0.25
F  0.34  -1.04  5.04  -0.30
O  -2.64  0.03  -1.74  -0.56
C  3.13  3.05  5.56  0.32
C  1.84  -0.30  -5.75  -0.18
C  -3.50  0.75  -2.26  0.45
C  -0.83  -0.95  4.38  0.41
H  -6.10  2.74  -4.37  0.24
C  2.92  -2.76  -4.88  -0.16
C  -1.81  4.25  -2.33  -0.73
F  -0.07  -2.00  0.84  -0.33
C  1.79  2.79  5.76  0.27
F  1.16  3.26  6.83  -0.27
C  1.11  2.03  4.82  0.37
C  -4.71  0.13  -2.76  -0.16
O  2.48  -2.37  -1.44  -0.91
S  0.04  1.35  -3.42  0.00
F  3.79  3.76  6.46  -0.26
C  -3.16  -1.45  4.24  0.31
F  -0.20  1.82  5.00  -0.30
C  2.66  -1.05  -6.58  -0.18
N  0.64  -0.89  -2.33  -0.81
H  2.87  -0.69  -7.57  0.23
C  3.08  1.85  3.51  0.42
O  0.53  -3.42  -2.53  -0.89
C  -5.39  2.19  -3.77  -0.11
C  1.75  1.51  3.71  -0.58
Ge  0.88  0.31  2.43  1.38
H  3.83  -2.83  -6.81  0.24
F  3.67  1.48  2.37  -0.31
C  2.11  -2.00  -4.07  -0.32
C  1.74  -1.46  2.23  -0.58
H  -4.83  -0.93  -2.54  0.25
O  -1.69  2.45  -0.81  -0.59
C  -0.86  -0.30  3.16  -0.56
F  3.11  -5.30  1.76  -0.26
C  0.77  -0.19  -3.41  0.12
F  -2.14  0.36  1.30  -0.33
F  0.75  -4.60  0.68  -0.27
C  -4.27  2.85  -3.23  -0.10
C  3.78  2.61  4.42  0.25
H  1.42  0.65  -6.07  0.24
H  -6.49  0.34  -3.89  0.25
F  -1.91  -2.10  6.12  -0.27
H  -4.16  3.91  -3.41  0.23
F  5.05  2.92  4.22  -0.27
F  3.62  -1.05  3.61  -0.30
H  -1.59  4.15  -3.40  0.25
F  -4.24  -2.01  4.74  -0.26
C  2.67  -4.07  1.90  0.32
C  3.19  -2.26  -6.15  -0.16
F  -4.35  -0.78  2.32  -0.28
C  1.05  -2.39  1.47  0.40
Pd  -0.58  0.40  -0.99  0.98
F  4.56  -3.53  3.18  -0.27



[2]
C26H33O5V | ωB97M-V/def2-TZVPD

Kohn-Sham gap (spin up / spin down): 4.705 / 6.309 eV
LUMO level (spin up / spin down): 2.58 / 2.57 eV
multiplicity: 4
total charge: -1
highest occupied orbital energy (spin up / spin down): -2.129 / -3.735 eV
M: 476.5 g/mol
E_tot: -2330.61080 Eh

Each line ends with the natural charge from an NBO analysis.
CARTESIAN COORDINATES (ANGSTROEM)
C  2.17  1.36  2.64  -0.29
C  0.37  -1.80  6.70  -0.30
H  0.00  -1.03  7.38  0.20
H  -2.01  3.74  -1.61  0.19
H  -1.96  2.38  2.61  0.21
C  0.42  -1.22  -6.42  -0.43
H  0.89  -0.43  -7.01  0.20
H  2.46  -1.91  -6.11  0.20
V  0.27  0.28  1.62  1.04
H  2.17  -2.17  -3.84  0.18
O  0.93  -1.46  2.38  -0.80
C  -1.85  2.64  -1.63  -0.64
H  0.76  0.52  5.78  0.48
H  -0.40  -1.64  -7.00  0.20
O  2.95  -1.05  3.36  -0.66
C  -1.86  -0.53  0.92  -0.44
H  -2.65  2.15  -1.04  0.23
H  -1.12  -0.29  -5.12  0.22
C  1.65  1.69  0.41  -0.37
C  -0.06  -0.58  -5.12  -0.08
H  -3.18  1.23  0.47  0.20
C  0.73  2.47  1.21  -0.40
C  -1.74  2.15  -3.09  0.26
H  -1.48  -1.98  2.60  0.23
H  1.32  -3.21  -6.40  0.21
H  0.61  2.75  3.45  0.22
C  0.74  -4.10  6.00  -0.25
C  1.45  -2.26  -5.90  -0.43
C  1.38  -2.32  4.55  -0.16
H  0.41  1.19  -1.91  0.21
H  -1.88  -1.15  0.03  0.23
C  0.12  1.33  -2.95  -0.07
C  -2.34  0.82  1.04  -0.30
H  -0.14  -3.52  7.89  0.20
H  -3.27  3.19  -4.17  0.21
C  -3.03  2.18  -3.87  -0.63
C  -1.54  -0.95  2.26  -0.28
H  0.68  -5.17  6.23  0.20
H  1.81  1.76  -0.67  0.22
H  0.52  0.35  -5.12  0.15
C  -1.51  0.22  3.10  -0.41
H  -3.77  1.71  -3.20  0.22
H  0.13  3.55  -2.94  0.21
C  1.84  -1.58  3.33  0.77
H  -0.07  2.73  -4.52  0.19
C  1.25  -3.68  4.77  -0.19
H  -3.02  1.51  -4.71  0.21
C  2.48  0.95  1.31  -0.34
C  -0.32  2.69  -3.48  -0.47
C  -1.89  1.34  2.29  -0.30
O  1.04  -0.08  5.08  -0.67
H  0.86  0.87  -3.59  0.18
O  -1.29  0.74  -3.11  -0.56
H  -0.92  2.51  -1.02  0.24
C  1.23  -2.35  -4.38  -0.08
H  -1.41  0.24  4.18  0.22
H  0.94  -3.38  -4.12  0.18
H  0.01  3.20  0.83  0.22
C  0.29  -3.17  6.95  -0.22
H  3.26  0.25  1.01  0.24
C  0.92  -1.39  5.48  0.39
H  2.77  1.18  3.52  0.25
H  1.60  -4.36  3.99  0.22
C  1.05  2.24  2.59  -0.34
O  0.27  -1.35  -3.90  -0.52



[3]
C41H72AlBr2FN4O15PS3Si | ωB97M-V/def2-TZVPD

Kohn-Sham gap: 0.678 eV
LUMO level: -12.41 eV
total charge: +3
highest occupied orbital energy: -13.085 eV
M: 1222.1 g/mol
E_tot: -10267.08263 Eh

Each line ends with the Mulliken charge.
CARTESIAN COORDINATES (ANGSTROEM)
H  8.33  -2.20  9.61  0.38
H  0.92  5.37  -4.52  0.32
O  -1.53  -3.88  -4.66  -0.34
C  4.44  0.89  4.98  -0.04
H  8.61  -1.83  -3.88  0.31
H  7.82  -0.13  11.82  0.26
H  1.62  0.92  3.07  -0.26
C  1.93  1.62  0.49  0.47
H  -0.30  0.86  0.57  -0.05
C  -6.19  2.47  0.14  -1.21
C  -6.29  0.38  -1.55  -0.83
O  3.17  -0.18  3.37  -0.45
C  -1.17  0.80  -3.27  0.39
O  0.72  -4.22  -3.57  -0.61
H  -3.34  1.51  -3.69  0.20
C  -0.40  -1.65  -2.89  0.07
H  -0.59  -8.61  -6.20  0.30
C  -5.34  -1.07  -3.20  0.14
H  0.19  -0.23  2.53  0.53
H  -5.89  3.26  -0.66  0.34
H  -0.26  4.01  -0.30  0.18
H  5.95  -1.65  11.57  0.44
H  -11.24  2.57  2.57  0.40
F  -1.63  4.68  -1.71  -0.37
H  -3.14  0.03  2.98  -0.03
H  2.68  1.14  1.22  -0.80
C  8.46  -1.80  -2.80  -0.72
C  -1.07  4.60  -5.63  -0.57
C  -3.98  -1.92  -3.35  0.00
Al  -0.44  -1.60  2.98  0.24
H  -6.83  -0.59  -1.32  0.44
H  -1.00  -9.41  -7.74  0.34
H  3.18  0.41  -0.90  0.31
H  1.20  3.39  -2.09  0.69
C  1.03  0.36  -1.78  -0.27
H  3.66  -1.18  0.55  0.19
C  -1.39  -8.80  -6.92  -0.90
H  -4.23  -2.92  -3.88  0.43
O  -5.77  0.03  0.83  -0.31
S  -3.54  2.51  2.93  -0.13
C  0.80  -1.21  -1.95  0.90
H  2.22  2.75  0.48  0.59
C  5.42  1.14  7.56  -0.10
C  0.40  4.02  -5.95  -0.16
C  -2.00  2.07  -5.51  -0.46
C  5.78  2.07  6.59  -0.87
N  7.04  -1.47  -2.53  0.79
S  -1.98  -7.24  -7.61  0.56
C  -5.13  0.39  2.04  0.17
H  -3.53  -2.09  -2.30  0.00
H  -2.19  2.88  -3.45  0.36
H  6.45  2.88  6.84  0.40
H  0.62  3.98  -7.07  0.35
H  -1.41  -0.14  4.54  0.28
N  -1.31  -0.64  -3.47  -0.08
C  0.03  1.40  -2.44  0.23
H  -3.24  3.41  1.91  0.15
O  0.13  0.64  5.66  -0.45
C  4.56  0.09  7.24  -0.78
H  -1.20  5.51  -6.32  0.38
H  -2.83  -5.49  -6.23  0.22
H  0.60  2.99  -5.49  -0.01
H  -0.19  3.43  -3.28  -1.43
Br  -10.53  4.89  4.25  -0.12
C  -3.58  0.77  2.21  0.43
H  3.22  -2.53  -3.27  0.31
Br  -8.78  2.14  2.51  -0.10
H  0.05  2.57  1.26  0.22
C  5.29  1.95  5.29  -0.31
H  2.17  4.32  -4.94  0.27
H  0.11  -3.80  -0.15  0.09
C  7.62  -0.48  10.78  0.78
H  -2.22  -9.32  -6.44  0.35
H  -1.01  1.62  -5.86  0.38
H  5.85  -1.39  9.82  0.29
C  4.06  -0.04  5.95  0.06
H  1.28  -4.91  -1.21  0.30
H  -2.82  1.43  -6.02  0.43
H  8.66  -2.78  -2.36  0.29
O  7.80  0.35  9.78  -0.12
H  1.69  -4.46  0.51  0.41
C  -10.33  4.55  2.34  -0.57
H  2.58  1.93  -1.63  0.61
H  -9.39  4.99  2.04  0.34
H  -2.36  3.55  -7.13  0.40
H  8.37  -2.44  11.36  0.38
C  -0.58  0.65  4.63  0.19
C  6.13  -0.92  10.77  -1.15
C  0.56  0.89  2.63  0.55
O  -5.84  0.39  3.08  -0.50
H  -10.55  2.91  0.97  0.32
H  9.59  -1.42  10.59  0.36
H  5.46  -0.07  10.94  0.37
O  4.31  1.57  2.78  -0.59
Si  2.00  -2.40  -1.04  0.20
C  2.22  1.05  -0.97  -1.42
H  -2.04  -3.69  -1.47  0.36
H  -3.27  3.99  -5.60  0.27
H  9.07  -1.02  -2.34  0.29
C  -10.43  3.07  2.04  -0.60
H  -1.04  -3.47  -5.42  0.33
H  -1.60  -6.44  -5.37  0.21
H  -2.99  0.70  1.23  -0.11
P  -0.64  -3.53  -3.23  0.77
H  -1.58  2.75  -0.77  0.06
H  3.40  -0.86  5.71  0.44
N  3.94  0.75  3.61  1.05
C  2.64  -1.72  0.68  -0.25
C  -0.87  3.56  -1.17  0.10
H  -11.15  5.09  1.87  0.36
O  -0.79  -6.49  -8.11  -0.54
H  4.36  -2.02  -1.87  -0.18
O  -1.50  -4.33  -2.00  -0.49
H  -7.34  2.44  0.25  0.22
H  5.58  2.68  4.54  0.47
H  -5.78  2.88  1.13  0.28
N  1.43  4.95  -5.31  -0.66
H  5.82  1.23  8.57  0.44
C  0.15  2.97  -2.28  0.29
S  -2.71  -1.06  -4.46  0.03
H  -3.26  -7.09  -5.58  0.44
H  -4.45  1.18  -0.38  -0.49
H  -1.19  4.90  -4.52  0.29
O  -6.45  -1.48  -3.66  -0.53
C  -5.58  1.01  -0.23  1.44
C  0.48  1.50  1.11  -0.05
C  3.51  -2.73  -2.18  -0.63
H  -6.99  1.21  -1.94  0.26
C  -2.27  3.58  -5.98  -0.97
O  6.70  -1.40  -1.35  -0.50
H  2.80  -2.56  1.44  0.50
O  -0.33  1.58  3.56  -0.25
C  -2.46  -6.49  -6.04  -0.76
C  -2.25  1.83  -3.91  -0.49
H  3.82  -3.84  -2.11  0.44
C  8.53  -1.70  10.57  -1.19
H  4.28  -0.64  8.00  0.34
C  1.18  -4.07  -0.45  -0.79
O  6.31  -1.29  -3.49  -0.49
H  1.82  -1.01  1.09  -0.57
O  -5.25  0.20  -2.57  -0.14



- Which of these has the highest E_tot?
  C26H33O5V



Please write out number 1 again, unchanged.
C33H11F15GeNO4PdS3 | ωB97M-V/def2-TZVPD

Kohn-Sham gap (spin up / spin down): 8.412 / 5.665 eV
LUMO level (spin up / spin down): -3.38 / -6.12 eV
multiplicity: 5
total charge: +1
highest occupied orbital energy (spin up / spin down): -11.790 / -11.788 eV
M: 1045.7 g/mol
E_tot: -6516.82944 Eh

Each line ends with the natural charge from an NBO analysis.
CARTESIAN COORDINATES (ANGSTROEM)
C  3.41  -3.16  2.64  0.26
H  -0.92  4.57  -1.80  0.26
S  1.47  -2.36  -2.45  2.30
C  -2.25  2.93  -1.78  0.62
C  -5.61  0.83  -3.50  -0.21
C  -1.96  -1.51  4.94  0.26
C  -2.06  -0.25  2.50  0.40
C  -3.36  2.20  -2.45  -0.21
C  1.47  -3.70  1.33  0.27
S  0.93  1.41  0.47  -0.11
C  1.58  -0.78  -4.48  -0.06
C  2.93  -1.87  2.81  0.42
H  3.32  -3.70  -4.54  0.25
H  -2.58  5.01  -2.22  0.25
C  -3.21  -0.82  3.01  0.25
F  0.34  -1.04  5.04  -0.30
O  -2.64  0.03  -1.74  -0.56
C  3.13  3.05  5.56  0.32
C  1.84  -0.30  -5.75  -0.18
C  -3.50  0.75  -2.26  0.45
C  -0.83  -0.95  4.38  0.41
H  -6.10  2.74  -4.37  0.24
C  2.92  -2.76  -4.88  -0.16
C  -1.81  4.25  -2.33  -0.73
F  -0.07  -2.00  0.84  -0.33
C  1.79  2.79  5.76  0.27
F  1.16  3.26  6.83  -0.27
C  1.11  2.03  4.82  0.37
C  -4.71  0.13  -2.76  -0.16
O  2.48  -2.37  -1.44  -0.91
S  0.04  1.35  -3.42  0.00
F  3.79  3.76  6.46  -0.26
C  -3.16  -1.45  4.24  0.31
F  -0.20  1.82  5.00  -0.30
C  2.66  -1.05  -6.58  -0.18
N  0.64  -0.89  -2.33  -0.81
H  2.87  -0.69  -7.57  0.23
C  3.08  1.85  3.51  0.42
O  0.53  -3.42  -2.53  -0.89
C  -5.39  2.19  -3.77  -0.11
C  1.75  1.51  3.71  -0.58
Ge  0.88  0.31  2.43  1.38
H  3.83  -2.83  -6.81  0.24
F  3.67  1.48  2.37  -0.31
C  2.11  -2.00  -4.07  -0.32
C  1.74  -1.46  2.23  -0.58
H  -4.83  -0.93  -2.54  0.25
O  -1.69  2.45  -0.81  -0.59
C  -0.86  -0.30  3.16  -0.56
F  3.11  -5.30  1.76  -0.26
C  0.77  -0.19  -3.41  0.12
F  -2.14  0.36  1.30  -0.33
F  0.75  -4.60  0.68  -0.27
C  -4.27  2.85  -3.23  -0.10
C  3.78  2.61  4.42  0.25
H  1.42  0.65  -6.07  0.24
H  -6.49  0.34  -3.89  0.25
F  -1.91  -2.10  6.12  -0.27
H  -4.16  3.91  -3.41  0.23
F  5.05  2.92  4.22  -0.27
F  3.62  -1.05  3.61  -0.30
H  -1.59  4.15  -3.40  0.25
F  -4.24  -2.01  4.74  -0.26
C  2.67  -4.07  1.90  0.32
C  3.19  -2.26  -6.15  -0.16
F  -4.35  -0.78  2.32  -0.28
C  1.05  -2.39  1.47  0.40
Pd  -0.58  0.40  -0.99  0.98
F  4.56  -3.53  3.18  -0.27



- Which formula does entry 3 have?
  C41H72AlBr2FN4O15PS3Si



- The lowest total charge belongs to which entry?
  C26H33O5V